## i
Entry from the OMol25 dataset: an isolated molecule of C2H6N4S (ωB97M-V/def2-TZVPD).

ORCA input file:
```
! wB97M-V def2-TZVPD RIJCOSX def2/J DEFGRID3
* xyz 0 1
C -0.677 -0.509 -0.053
C 0.133 0.778 -0.123
H -2.419 -1.203 0.712
H -1.727 -0.059 1.801
H 0.273 -1.489 -1.452
H -1.341 1.990 -0.103
H 1.951 1.640 -0.470
H 2.542 -1.323 -0.476
N -1.720 -0.513 0.876
N -0.553 -1.502 -0.833
N -0.332 1.983 -0.031
N 1.489 0.670 -0.384
S 2.381 -0.462 0.537
*
```

Properties
* LUMO: 0.0287 Eh
* SMILES string: [H]/N=C(N)\C(=N/[H])NS
* HOMO-LUMO gap: 10.16 eV

Atom charges from the natural (NBO) analysis, given in e for atoms 1 to 4:
1. C 0.368
2. C 0.357
3. H 0.400
4. H 0.407

=====

## ii
Entry from the OMol25 dataset: an isolated molecule of C2H6N4S (ωB97M-V/def2-TZVPD).

ORCA input file:
```
! wB97M-V def2-TZVPD RIJCOSX def2/J DEFGRID3
* xyz 0 1
C 0.216 1.291 0.727
C -0.267 -1.024 -0.727
H 1.769 1.388 1.575
H 1.465 -0.279 1.066
H -1.108 2.745 0.587
H -2.324 -1.564 -0.636
H -1.286 -2.747 -1.633
H 1.524 -0.445 -0.730
N 1.395 0.746 0.931
N -0.023 2.571 0.865
N -1.278 -1.855 -1.070
N 0.970 -1.212 -0.994
S -1.051 0.386 0.040
*
```

Properties
* LUMO: 0.0174 Eh
* SMILES string: [H]/N=C(/N)S/C(N)=N\[H]
* HOMO-LUMO gap: 9.54 eV

Atom charges from the natural (NBO) analysis, given in e for atoms 1 to 4:
1. C 0.239
2. C 0.284
3. H 0.411
4. H 0.417

=====

## iii
Entry from the OMol25 dataset: an isolated molecule of C2H6N4S (ωB97M-V/def2-TZVPD).

ORCA input file:
```
! wB97M-V def2-TZVPD RIJCOSX def2/J DEFGRID3
* xyz 0 1
C 0.280 -0.973 0.246
C -0.207 2.740 1.142
H -1.716 -1.641 -1.709
H -0.468 -1.390 -2.787
H 0.577 -2.898 -0.752
H 0.814 -0.711 2.210
H -0.703 3.341 0.361
H 0.304 3.307 1.922
N -0.623 -1.417 -1.753
N 0.041 -1.828 -0.777
N 0.861 -1.345 1.340
N 0.065 1.516 1.130
S -0.104 0.681 -0.447
*
```

Properties
* LUMO: 0.0237 Eh
* SMILES string: [H]/N=C(/NN)SN=C
* HOMO-LUMO gap: 9.14 eV

Atom charges from the natural (NBO) analysis, given in e for atoms 1 to 4:
1. C 0.306
2. C -0.077
3. H 0.323
4. H 0.381

=====

Stability ranking, top entry: i; the second entry is 0.580 eV less favorable.

=====

## i
Entry from the OMol25 dataset: a cluster of 13 separate species, C4H36N2O12S in total (ωB97M-V/def2-TZVPD).

ORCA input file:
```
! wB97M-V def2-TZVPD RIJCOSX def2/J DEFGRID3
* xyz 0 1
C -0.065 0.225 -1.688
N -0.534 -0.791 -0.635
C -1.288 -1.929 -1.225
C -0.152 -3.063 -1.290
S -0.115 -3.454 0.489
C -1.893 -1.908 -2.890
N -2.796 -0.703 -3.138
H 0.875 0.761 -1.321
H -0.628 1.232 -1.619
H -0.057 -0.286 -2.646
H -1.053 -0.132 0.029
H -2.181 -2.240 -0.750
H 0.782 -2.746 -1.624
H -0.413 -3.927 -2.052
H 0.283 -4.774 0.670
H -0.984 -1.827 -3.484
H -2.523 -2.729 -3.001
H -3.305 -0.411 -2.363
H -2.381 0.114 -3.674
H 0.321 -1.422 4.028
H 0.073 -0.624 2.704
O 0.428 -0.659 3.557
H -0.539 2.960 0.604
H -1.566 2.427 1.435
O -1.243 2.451 0.453
H -0.756 1.016 -4.988
H -0.700 2.415 -4.449
O -0.263 1.864 -4.941
H 1.939 1.850 4.951
H 3.263 1.575 4.054
O 2.398 2.047 4.150
H 0.887 1.568 3.008
H -0.617 1.863 2.837
O 0.166 1.467 2.367
H 1.210 -0.798 0.038
H 2.054 0.065 0.885
O 2.068 -0.618 0.346
H 3.277 -2.423 -3.469
H 1.833 -2.619 -3.359
O 2.621 -2.626 -4.053
H 0.482 5.006 2.469
H 0.800 3.550 2.223
O 0.298 4.322 1.837
H 2.293 -0.416 3.543
H 3.471 -1.315 3.067
O 3.097 -0.383 3.105
H -4.014 1.375 -0.183
H -2.826 0.541 0.273
O -3.508 0.612 -0.437
H -3.275 2.492 3.329
H -3.147 3.497 2.306
O -3.142 2.472 2.403
H 3.710 -2.239 -1.102
H 3.317 -1.117 -0.112
O 4.017 -1.584 -0.662
*
```

Properties
* LUMO: -0.0165 Eh
* HOMO-LUMO gap: 7.78 eV

Atom charges from the natural (NBO) analysis, given in e for atoms 1 to 4:
1. C -0.453
2. N -0.717
3. C -0.057
4. C -0.525

=====

## ii
Entry from the OMol25 dataset: a cluster of 13 separate species, C4H36N2O12S in total (ωB97M-V/def2-TZVPD).

ORCA input file:
```
! wB97M-V def2-TZVPD RIJCOSX def2/J DEFGRID3
* xyz 0 1
N 0.417 -0.561 0.820
C -0.069 -1.946 1.080
C -1.270 -2.118 0.174
C -1.853 -3.490 -0.072
S -0.804 -4.493 -1.200
C -0.355 -2.159 2.559
N 0.862 -1.908 3.335
H -0.336 0.088 1.034
H 1.210 -0.384 1.427
H 0.810 -2.523 0.782
H -1.349 -1.497 -0.727
H -2.034 -1.449 0.616
H -2.784 -3.420 -0.632
H -2.089 -4.001 0.859
H 0.125 -4.739 -0.278
H -0.769 -3.162 2.677
H -1.201 -1.504 2.787
H 1.532 -2.659 3.201
H 0.582 -2.068 4.304
H 3.111 2.706 1.000
H 2.792 1.708 2.152
O 3.490 1.999 1.527
H 0.671 1.476 3.194
H 1.631 0.348 3.342
O 1.606 1.320 3.384
H -0.970 -0.996 -4.047
H -0.138 0.246 -4.288
O -1.058 -0.042 -4.147
H 0.439 1.993 0.322
H 1.113 3.089 -0.505
O 1.086 2.705 0.378
H -2.911 2.141 -3.730
H -2.666 0.886 -3.024
O -2.721 1.835 -2.833
H 0.865 0.951 -2.573
H -0.352 1.931 -2.664
O 0.476 1.761 -2.198
H 2.871 -0.679 -0.955
H 1.309 -0.824 -0.736
O 2.036 -0.927 -1.399
H -3.362 2.948 -0.760
H -1.811 3.089 -0.909
O -2.551 3.191 -0.304
H -2.829 0.855 0.725
H -3.975 1.297 1.443
O -3.586 0.455 1.163
H 4.271 1.378 -0.985
H 4.137 0.722 0.401
O 4.287 0.523 -0.549
H 2.045 -0.547 -2.966
H 2.452 0.113 -4.315
O 1.713 -0.336 -3.888
H -1.194 2.833 1.589
H -1.525 1.955 2.682
O -1.372 1.888 1.727
*
```

Properties
* LUMO: 0.0050 Eh
* HOMO-LUMO gap: 9.28 eV

Atom charges from the natural (NBO) analysis, given in e for atoms 1 to 4:
1. N -0.862
2. C -0.062
3. C -0.461
4. C -0.499

=====

Stability ranking, top entry: ii; the second entry is 6.491 eV less favorable.